The following is a quantum chemistry calculation of a molecular structure, C21H18N2O5S5SbW, from the OMol25 dataset.

Structure (XYZ):
```
53
Properties=species:S:1:pos:R:3:forces:R:3:mulliken_charge:R:1
W 0.8250 -1.2448 1.1311 2.67 -0.83 -4.50 0.5994
C 1.6666 1.3311 -2.1319 0.07 -0.06 0.14 -1.5140
N 1.0818 -0.0007 -1.9276 0.07 0.03 -0.72 1.6854
C -0.2148 -0.0764 -2.6054 -0.02 -0.08 0.37 -1.0196
C -1.3427 0.6642 -1.8755 0.52 -0.10 0.20 -1.3229
N -1.6283 0.2140 -0.4963 -0.64 0.30 -0.06 1.7564
C -2.6683 -0.8150 -0.4853 0.19 0.03 -0.14 -1.4837
C -2.0232 1.3631 0.2959 0.28 -0.01 -0.12 -0.9475
C -3.3353 1.8223 0.3008 -0.05 -0.03 0.06 -0.2887
C -3.6899 2.9887 0.9617 -0.09 0.00 0.02 -0.8350
C -2.7162 3.7101 1.6369 -0.02 0.08 0.05 -0.6031
C -1.4060 3.2705 1.6372 -0.12 -0.15 -0.06 -0.6948
C -1.0258 2.0983 0.9647 0.13 0.14 -0.16 1.0230
S 0.6681 1.6943 0.8926 -0.14 -0.94 0.10 -0.2006
C 2.0530 -0.9503 -2.4121 0.08 -0.04 0.24 -0.7871
C 2.0690 -1.3815 -3.7329 -0.09 -0.03 0.08 -0.3788
C 3.0630 -2.2288 -4.2003 0.00 -0.07 -0.11 -0.8357
C 4.0758 -2.6392 -3.3506 0.01 -0.03 -0.12 -0.5257
C 4.0767 -2.2173 -2.0315 -0.09 0.10 0.08 -0.7141
C 3.0758 -1.3819 -1.5384 -0.16 0.38 0.02 0.9007
S 3.2062 -0.8164 0.1343 -1.01 -0.09 0.39 -0.3792
H 1.8710 1.4990 -3.2023 -0.01 0.00 -0.01 0.4009
H 2.5980 1.3949 -1.5711 -0.01 0.04 0.02 0.2715
H 1.0021 2.0986 -1.7504 -0.02 0.03 0.02 0.4132
H -0.4847 -1.1244 -2.7172 0.03 -0.12 0.00 0.4891
H -0.1515 0.3741 -3.6109 -0.09 -0.07 -0.06 0.3167
H -2.2516 0.5589 -2.4885 0.00 0.08 -0.02 0.3072
H -1.0994 1.7268 -1.8443 0.00 -0.01 0.07 0.5460
H -3.5620 -0.5231 -1.0583 0.00 0.02 -0.02 0.4304
H -2.9648 -1.0044 0.5434 0.05 -0.14 0.06 0.3742
H -2.2819 -1.7288 -0.9305 0.11 -0.09 0.05 0.2631
H -4.0999 1.2689 -0.2297 0.01 0.01 0.01 0.2755
H -4.7178 3.3302 0.9428 -0.02 -0.02 0.04 0.3630
H -2.9792 4.6160 2.1712 -0.01 0.01 -0.01 0.3467
H -0.6314 3.8316 2.1440 -0.01 0.00 0.06 0.4244
H 1.3021 -1.0486 -4.4207 -0.05 0.00 0.04 0.2781
H 3.0321 -2.5641 -5.2302 0.06 -0.01 -0.02 0.3637
H 4.8624 -3.2883 -3.7169 -0.01 -0.05 0.04 0.3377
H 4.8489 -2.5391 -1.3452 0.01 -0.03 0.00 0.4117
O -0.7848 1.5892 6.3147 -0.07 0.07 0.13 -0.6025
C -0.4669 0.9915 5.3258 0.03 0.09 0.09 0.6075
C -1.4050 0.2663 4.3778 -1.05 -0.01 0.33 -0.0920
O -2.6077 0.2119 4.5215 0.08 -0.10 -0.19 -0.6875
C -0.5307 -0.2635 3.3717 1.37 -0.52 -0.89 0.4719
C 0.8112 0.0482 3.6076 -0.60 -0.67 -1.50 1.4334
O 1.6295 -0.3679 2.6677 0.71 1.17 2.66 -0.7281
C 0.9543 0.8442 4.8031 0.70 0.42 0.63 -0.0942
O 1.9208 1.3325 5.3436 0.08 -0.13 -0.19 -0.6458
O -0.7162 -0.9422 2.2422 -1.54 1.23 1.57 -0.0184
S -0.4599 -6.1051 1.2253 0.12 -0.23 -0.16 -0.7275
Sb -0.4765 -3.8631 1.6136 -0.87 -1.61 0.65 -0.1438
S 1.7610 -3.2019 2.3124 -0.71 0.71 -0.25 -0.4018
S 0.2682 -2.8227 -0.5796 0.13 1.29 1.07 -0.4189
```
Forces are in eV/Å.

Computed properties:
energy above the lowest of the compared OMol25 structures with the same formula, charge and spin = 52.68 kcal per mole
total charge = -2
spin multiplicity = 2
frontier orbital gap (spin up / spin down) = 5.6 / 5.8 eV
E_HOMO (spin up / spin down) = -0.0735 / -0.0735 hartree

The following is a quantum chemistry calculation of C15H18N2O2 in the gas phase, from the OMol25 dataset.

Structure (XYZ):
```
37
Properties=species:S:1:pos:R:3:forces:R:3:mulliken_charge:R:1
C 0.0099 4.0374 1.9315 0.03 -0.24 0.05 -1.5071
C 0.5534 2.6896 1.5389 -0.02 0.01 0.00 0.7655
C 1.7090 2.1792 2.0996 -0.01 0.04 -0.01 -1.1211
C 2.2123 0.9483 1.6939 0.08 0.10 -0.01 -0.7192
C 1.5901 0.1774 0.7267 0.27 -0.11 0.10 0.1667
C 2.0750 -1.1733 0.2368 0.09 -0.12 0.04 1.4639
C 2.5836 -1.0915 -1.2147 -0.04 0.01 -0.01 -1.4629
C 3.1092 -1.8810 1.1341 -0.12 -0.15 -0.01 -1.4687
C 0.4194 0.7034 0.1817 -0.20 0.04 -0.13 0.6932
O -0.2034 -0.0563 -0.7803 -0.02 -0.20 -0.01 -0.3025
C -1.6054 0.0292 -0.8581 0.04 -0.01 -0.12 -1.3477
C -2.0935 -1.2322 -1.5754 -0.02 -0.11 0.15 0.4076
C -1.5399 -2.4217 -0.9114 0.00 0.25 -0.13 0.1279
N -1.1043 -3.3208 -0.3511 0.02 -0.16 0.07 -0.5145
C -3.6291 -1.2955 -1.5322 0.09 0.34 -0.07 0.1672
O -4.1014 -0.1048 -2.1310 0.09 -0.07 0.03 -0.5047
C -4.1197 -2.4847 -2.2472 0.06 -0.10 0.07 0.0074
N -4.4788 -3.4130 -2.8153 -0.10 -0.04 -0.06 -0.3855
C -0.0907 1.9255 0.5701 -0.11 0.21 0.06 -0.5373
H 0.2091 4.7703 1.1506 -0.01 0.10 0.00 0.3109
H 0.4695 4.3749 2.8576 0.03 0.10 0.00 0.3704
H -1.0666 3.9888 2.0895 -0.06 0.05 -0.03 0.3524
H 2.2244 2.7477 2.8622 0.06 0.00 0.04 0.3379
H 3.1216 0.6016 2.1582 0.09 -0.08 0.02 0.2743
H 1.1944 -1.8152 0.2195 -0.11 0.08 -0.04 -0.1573
H 2.0878 -0.3105 -1.7866 -0.09 0.00 -0.01 0.3597
H 3.6546 -0.8939 -1.2401 0.06 0.07 0.02 0.4772
H 2.4018 -2.0381 -1.7231 0.10 -0.06 -0.04 0.2796
H 2.7243 -2.8419 1.4738 -0.02 -0.03 0.00 0.3146
H 4.0288 -2.0887 0.5905 0.08 0.06 -0.02 0.3398
H 3.3761 -1.3272 2.0275 0.01 0.09 0.07 0.3717
H -2.0465 0.0725 0.1425 0.00 0.05 0.05 0.5476
H -1.9156 0.9024 -1.4292 -0.10 0.05 0.00 0.4580
H -1.7670 -1.2228 -2.6159 0.03 0.00 -0.02 0.3689
H -3.9339 -1.3509 -0.4832 -0.09 -0.14 0.01 0.3359
H -5.0634 -0.0983 -2.1095 -0.06 0.00 -0.02 0.3446
H -0.9951 2.3141 0.1189 -0.03 -0.04 -0.04 0.3854
```
Forces are in eV/Å.

Computed properties:
energy above the lowest of the compared OMol25 structures with the same formula, charge and spin = 74.33 kcal per mole
SMILES = Cc1ccc(C(C)C)c(OC[C@@H](C#N)[C@@H](O)C#N)c1
frontier orbital gap = 8.8 eV
E_HOMO = -0.3175 hartree

no.,DFT total energy (eV)
1,-97829.4342
2,-22921.0890